1.
DFT (ωB97M-V with the def2-TZVPD basis set) results for a molecular structure, C30H48F6N6O2PbS in a non-equilibrium geometry.

Structure (XYZ):
```
94
Properties=species:S:1:pos:R:3:forces:R:3:mulliken_charge:R:1
Pb 0.25597 -0.02083 -0.70592 0.8650 0.1621 -0.4429 2.2153
N 2.39350 3.52531 2.15689 -0.1225 0.5862 -0.5010 -0.0259
C 2.51689 2.00972 1.91671 -0.2249 -0.0802 -0.0963 0.9941
C 2.26599 1.26543 3.23407 0.3259 -0.5918 -0.8529 -1.4880
C 2.33685 -0.26493 2.98627 0.3243 -1.2402 0.9856 -0.0394
N 1.12606 -0.85802 2.36321 -0.7239 0.3598 0.6906 -0.5408
C 3.59150 -0.71662 2.19980 -0.1679 0.6888 -0.2557 -1.2808
C 3.99794 0.18362 0.98243 0.6795 -0.7751 0.3447 -0.1175
N 3.27057 -0.11117 -0.26929 0.5374 0.6361 0.0517 -0.2816
C 3.89326 1.66625 1.31874 -0.5456 0.6567 0.7674 -1.4214
H 1.53104 3.76795 2.68235 0.5835 -0.2824 -0.2575 0.4269
H 2.33343 4.04598 1.24626 0.1477 -0.4954 0.5185 0.2330
H 3.20037 3.91662 2.67246 -0.3559 -0.3022 -0.1664 0.4281
H 1.71777 1.80174 1.16983 0.4771 0.0557 0.5241 -0.6619
H 1.28679 1.51511 3.62243 -0.3153 0.0864 0.2525 0.6166
H 3.02310 1.53869 3.98797 -0.1871 -0.0535 -0.2837 0.3705
H 2.46170 -0.77149 3.98333 -0.0898 0.7815 -0.5794 0.4386
H 0.27302 -0.37869 2.74004 0.9439 -0.9203 -0.2561 0.2079
H 1.11409 -1.87338 2.65220 -0.2853 1.3293 -0.3328 0.1266
H 3.46456 -1.79377 1.94948 0.2219 0.7458 -0.0568 0.6251
H 4.43422 -0.65937 2.89244 0.0328 -0.1001 0.0030 0.5345
H 5.09394 0.02187 0.86123 -0.5887 -0.0966 -0.1632 0.3269
H 3.49890 -1.07037 -0.54657 -0.1217 0.4654 -0.1853 0.2093
H 3.67326 0.54459 -0.96841 -0.4591 -0.9453 0.2243 0.2368
H 4.05378 2.30442 0.44455 0.1672 -0.1974 -0.1171 0.4799
H 4.68036 1.90969 2.05999 -0.3309 -0.0386 -0.2645 0.4769
C -1.99826 -0.38832 -3.45027 0.3033 0.5801 0.6259 -1.7091
C -0.67425 0.33240 -3.82401 0.0144 -0.6277 -0.0473 1.4294
O 0.35026 0.29339 -2.85835 -1.2025 -0.1677 -0.1662 -1.1019
C -0.12987 -0.41442 -5.06795 -0.1095 0.1539 -0.1758 0.4212
F -0.89263 -0.22289 -6.15818 0.0482 -0.1456 0.3216 -0.2628
F 1.09450 -0.00660 -5.35666 0.4254 -0.2250 -0.1744 -0.2144
F -0.08370 -1.75636 -4.84119 0.0338 0.4443 -0.0942 -0.2748
C -0.91092 1.82338 -4.20520 -0.7718 -0.1543 -0.3429 0.2688
F -1.20456 2.50451 -3.08362 0.0998 0.1712 0.3614 -0.1156
F 0.15898 2.35938 -4.76577 0.6735 0.3474 0.1460 -0.2609
F -1.92446 2.07539 -5.06280 0.0867 -0.6449 0.4222 -0.3004
H -1.75628 -1.40869 -3.13702 0.0192 0.0690 -0.2752 0.3754
H -2.67983 -0.41255 -4.31630 0.1235 0.0611 0.5434 0.5448
H -2.45732 0.08765 -2.55494 0.0729 0.0107 -0.7450 0.2475
C 0.69195 5.30483 -2.35710 -0.1788 0.5639 -0.0397 -0.8842
S 1.86899 4.18734 -1.58177 0.3416 0.2693 0.1647 0.1689
C 2.80758 3.69378 -3.03144 0.2495 -1.7084 -0.5943 -0.8178
H -0.19299 4.72677 -2.59535 -0.1355 0.1879 -0.3430 0.0853
H 1.12120 5.81236 -3.25331 -0.2833 -0.5510 0.7473 0.3509
H 0.43095 6.07581 -1.62505 0.0055 -0.1188 -0.1640 0.3606
H 2.78356 4.44737 -3.82943 -0.0064 -0.1215 0.4514 0.3771
H 2.38031 2.72818 -3.42946 0.4381 1.0543 0.2484 0.0222
H 3.85586 3.49702 -2.74396 -0.4621 0.2147 -0.1242 0.3792
N 1.62465 -6.22588 1.84112 0.5527 0.4860 -0.3206 -0.4699
C 1.61998 -4.87443 1.65413 -0.1848 -0.0175 1.3042 0.4022
O 1.71022 -4.09331 2.61574 -0.0921 -0.5243 -1.2486 -0.6227
C 1.40420 -4.39289 0.27365 0.1403 1.8489 -0.8375 -0.1413
C 1.07802 -5.18132 -0.81793 -0.4967 -0.7004 0.9689 -0.6072
C 0.93414 -4.63568 -2.07528 0.1847 -0.2841 -0.4052 -1.0551
C 1.01909 -3.27632 -2.21938 -0.1407 0.7017 -0.1473 -0.4645
N 1.21129 -2.46998 -1.16214 0.3004 0.3445 0.1644 0.1091
C 1.48696 -2.99668 0.03095 -0.0242 -1.1034 -0.0550 0.9818
H 1.90345 -6.43658 2.79363 -0.0653 -0.5243 -0.2846 0.3020
H 1.90164 -6.85006 1.07181 -0.2179 0.4426 0.9150 0.2269
H 0.82478 -6.21912 -0.60897 0.2921 -0.0050 -0.4646 0.4927
H 0.77417 -5.24345 -2.95230 -0.1396 -0.1477 0.0406 0.5100
H 0.92015 -2.79752 -3.19945 -0.0924 -0.1088 0.5017 0.3930
H 1.78476 -2.29859 0.81304 -0.3791 -0.3273 -0.2689 -0.3719
C -2.72911 -2.50259 -0.45575 0.1290 -1.6601 -0.2214 -1.5956
C -3.31731 -2.51279 0.96252 0.5620 0.0661 -0.4331 0.6581
C -2.52834 -3.49085 1.84583 -0.5964 -0.8033 -0.4622 -1.3065
C -3.43938 -1.16346 1.63131 0.1316 -0.8939 -0.9893 0.3598
C -4.05555 -1.14089 2.83469 -1.3578 -0.5985 1.1462 -0.7317
C -4.31639 0.06214 3.51219 0.5587 -0.9171 0.8721 -0.7503
C -3.97660 1.26000 2.91660 -0.8291 1.1532 0.5869 -0.8185
C -3.47209 1.30312 1.65361 0.6549 0.5052 -0.9831 0.2927
C -3.37695 2.67935 1.04760 -0.3163 0.5781 -0.8657 0.3769
C -3.48556 2.72477 -0.49551 -0.0808 -1.8527 0.3297 -1.4500
C -2.09692 3.39706 1.48117 0.7055 -0.8475 0.6432 -1.3915
C -2.97271 0.06623 1.00198 0.2913 0.3763 0.8198 0.2033
N -1.98292 0.07951 0.17994 -0.8572 0.5013 0.2022 -0.0774
H -2.85453 -3.54783 -0.87207 0.0447 1.1267 0.2998 0.5501
H -1.65012 -2.27281 -0.52150 -0.5389 -0.2115 0.3175 0.0017
H -3.25390 -1.80878 -1.08888 -0.2047 0.1998 -0.3846 0.4555
H -4.36117 -2.87779 0.87524 0.4185 0.0952 0.0833 0.4226
H -1.48549 -3.21496 1.91853 0.3472 0.2058 0.0065 0.2051
H -2.58192 -4.50250 1.38727 0.0646 0.5758 0.3595 0.3884
H -2.95056 -3.54508 2.84431 0.0892 -0.1404 0.1052 0.4984
H -4.46068 -2.10399 3.21927 0.4653 0.9479 -0.0286 0.4396
H -4.70895 0.02993 4.54847 -0.0044 0.0851 -0.8994 0.4063
H -4.23969 2.23213 3.38326 0.1657 -0.8618 -0.1370 0.4353
H -4.25712 3.20831 1.47493 0.6050 -0.0408 -0.2478 0.6343
H -2.78866 1.97847 -0.91881 -0.2625 0.4899 0.1188 0.0476
H -3.21661 3.67409 -0.89420 0.0215 0.8626 -0.1763 0.4643
H -4.48825 2.43416 -0.83882 0.2070 0.2441 0.1072 0.3618
H -1.20887 2.82962 1.11155 -0.5158 0.3330 0.1974 0.1267
H -2.03960 3.47428 2.57325 0.0702 -0.1792 -0.0610 0.3977
H -2.02942 4.40489 1.12009 -0.1785 0.4822 -0.4654 0.5314
```
Forces are in eV/Å.

Results
2S+1: 1
Frontier orbital gap (spin up / spin down): 6.196 / 6.182 eV
Molecular weight: 878.009 g/mol
Relative energy (zero: lowest compared OMol25 entry of this formula, charge and spin): 0.0 kJ/mol
E_HOMO (spin up / spin down): -13.2 / -13.2 eV
Charge: +2
E_tot: -2840.663673 Eh

2.
DFT (ωB97M-V with the def2-TZVPD basis set) results for a molecular structure, C30H48FN2O6P2TaTe.

Structure (XYZ):
```
91
Properties=species:S:1:pos:R:3:forces:R:3:mulliken_charge:R:1
Ta -0.82420 0.63949 -0.07365 0.2184 -0.3706 0.3860 1.4307
C 4.17263 6.20559 0.23613 0.0200 0.0393 0.0513 -1.7420
C 4.83241 4.85351 0.45307 -0.0532 -0.1273 0.0038 0.4057
C 6.08554 4.72291 -0.39308 0.0114 0.0790 0.0468 -1.0002
C 6.73106 3.36710 -0.19833 0.0667 -0.0029 0.0160 -1.0094
C 5.75214 2.28500 -0.53254 -0.1070 -0.1289 -0.0378 0.7414
C 6.17161 1.06889 -1.00677 -0.0834 0.0053 0.0116 -0.7089
C 5.25076 0.05640 -1.30664 0.0022 0.0566 0.0184 -0.0479
F 5.72564 -1.10083 -1.76027 -0.0102 -0.0352 -0.0130 -0.3245
C 3.91002 0.22508 -1.15091 0.0967 0.0377 0.0121 -0.7300
C 3.45007 1.46059 -0.65807 0.0181 -0.0049 -0.3078 1.0938
C 2.06108 1.67469 -0.44884 -0.0240 -0.0424 0.4566 1.0340
O 1.16832 0.73646 -0.66236 -0.2195 0.0899 -0.1732 -1.0878
C 1.67245 2.88155 0.13621 0.1421 0.2193 0.0644 -0.0904
C 2.59255 3.86737 0.40220 0.0548 -0.1071 -0.0862 -0.2274
N 3.88744 3.70992 0.13659 -0.0540 0.1177 0.0044 0.1069
C 4.36046 2.50070 -0.35705 0.0336 -0.0380 0.0047 -0.8730
C 0.22075 2.79385 0.43441 -0.1548 -0.4140 -0.0948 0.6434
O -0.62673 2.98016 -0.45176 0.0548 0.4710 -0.1343 -0.4977
O -0.07617 1.97737 1.39763 -0.0194 -0.4727 0.1297 -0.6682
H 4.94471 6.96921 0.32047 -0.0005 -0.0071 -0.0090 0.4299
H 3.41838 6.45498 0.97950 -0.0206 -0.0131 0.0085 0.5256
H 3.73841 6.27824 -0.76160 -0.0051 -0.0091 -0.0150 0.4085
H 5.08996 4.71966 1.50752 0.0442 0.0419 -0.0275 0.1673
H 6.76687 5.51955 -0.09565 -0.0024 -0.0162 -0.0001 0.4038
H 5.83706 4.89019 -1.44460 -0.0140 -0.0266 -0.0121 0.3558
H 7.05271 3.25248 0.84177 0.0059 0.0224 -0.0069 0.3427
H 7.62198 3.25893 -0.81551 -0.0073 0.0170 -0.0043 0.4988
H 7.22462 0.86878 -1.15791 0.0158 0.0194 0.0053 0.5431
H 3.21595 -0.56361 -1.39337 -0.0439 -0.0085 -0.0011 0.6795
H 2.29789 4.80688 0.83901 -0.0314 0.0182 0.0017 0.5056
C -4.47893 5.38930 -0.60122 -0.0122 -0.0066 -0.0668 -1.2707
C -4.37469 4.02139 -1.21964 0.0364 -0.0521 0.0797 -0.1682
O -3.74175 3.13280 -0.22896 0.0170 -0.0431 -0.1203 -0.1636
P -3.54891 1.61615 -0.53501 -0.1034 -0.4330 0.1398 0.8256
O -2.69961 1.04228 0.63856 0.0369 0.3649 -0.4216 -0.5618
Te -2.25690 0.95587 -2.44917 -0.1503 0.1261 -0.2491 -0.2401
O -4.94554 0.92876 -0.65219 0.1227 0.1118 0.1532 -0.2508
C -6.01999 1.13738 0.34850 0.0523 0.0241 -0.1694 -0.2678
C -6.04948 -0.01235 1.31820 -0.0353 0.0339 0.0476 -1.0669
H -4.92330 6.07192 -1.32542 -0.0084 0.0023 0.0035 0.4068
H -3.49523 5.76880 -0.33123 0.0144 -0.0158 0.0022 0.3087
H -5.11031 5.37194 0.28515 -0.0012 -0.0095 0.0150 0.3108
H -3.73993 4.01133 -2.10743 -0.0211 0.0386 0.0102 0.3447
H -5.35118 3.60253 -1.46727 0.0005 0.0406 -0.0127 0.3246
H -6.92178 1.20348 -0.25475 -0.0115 -0.0255 0.0449 0.3802
H -5.84884 2.09550 0.83873 -0.0081 -0.0124 0.0276 0.3077
H -6.20668 -0.95655 0.79944 0.0089 -0.0048 -0.0197 0.3033
H -6.87601 0.13644 2.01413 -0.0048 -0.0087 -0.0078 0.4436
H -5.12744 -0.06370 1.89563 0.0141 0.0002 0.0024 0.1857
C -0.63589 -2.71832 -2.58306 0.0047 0.0169 -0.0480 -1.2484
C -1.36558 -3.45771 -1.43655 -0.0599 0.0511 -0.1385 1.9199
C -1.11951 -4.96305 -1.59247 0.0483 -0.0630 -0.0215 -1.7577
C -2.87394 -3.19525 -1.59642 0.0147 0.0530 0.0707 -1.8388
P -0.80460 -2.79646 0.21102 -0.0393 -0.0651 0.1918 0.3668
N -0.83363 -1.16348 0.10258 0.1114 0.4711 0.1727 -0.1987
C -1.95784 -3.22606 1.61567 -0.0918 -0.0338 0.0976 2.5403
C -3.24378 -2.38368 1.53447 0.0531 0.0539 -0.0343 -2.1763
C -2.34186 -4.71119 1.65917 0.0161 -0.0094 -0.0744 -1.8941
C -1.29350 -2.85371 2.95116 0.1084 0.0369 -0.0204 -1.8850
C 0.96464 -3.27039 0.54981 0.1317 -0.0127 0.0324 2.1501
C 1.11222 -4.70559 1.07251 -0.0435 -0.0292 0.0206 -1.8507
C 1.75572 -3.14851 -0.76207 0.0474 -0.0081 -0.0272 -1.8129
C 1.62146 -2.30052 1.55141 -0.0530 0.0208 -0.0995 -1.5824
H -1.30164 -2.67996 -3.44481 -0.0169 -0.0142 -0.0163 0.4896
H 0.26644 -3.23919 -2.89265 -0.0754 0.0451 -0.0190 0.3122
H -0.36605 -1.69269 -2.33357 -0.0472 0.0011 -0.0150 -0.1370
H -1.54566 -5.26384 -2.55142 0.0033 -0.0193 -0.0053 0.5101
H -1.60163 -5.56045 -0.82196 -0.0139 -0.0030 0.0352 0.2992
H -0.05964 -5.21351 -1.62066 -0.0760 -0.0141 0.0137 0.3554
H -3.14045 -3.43965 -2.62486 -0.0145 -0.0096 -0.0111 0.6506
H -3.13892 -2.15083 -1.42529 0.0195 0.0089 -0.0023 0.2313
H -3.47582 -3.83087 -0.95175 -0.0011 -0.0039 0.0513 0.2746
H -3.90889 -2.68679 0.73450 -0.0221 -0.0179 -0.0940 0.2833
H -3.03540 -1.31963 1.43281 0.0136 -0.0048 0.0144 0.1961
H -3.77975 -2.52864 2.47413 -0.0193 -0.0118 -0.0093 0.6838
H -2.99060 -4.99510 0.83218 0.0161 -0.0045 -0.0204 0.3268
H -2.90343 -4.87952 2.57965 -0.0089 -0.0076 0.0020 0.5265
H -1.48336 -5.37997 1.67690 0.0290 0.0023 -0.0015 0.3180
H -0.95140 -1.81813 2.97485 -0.0003 0.0137 -0.0221 0.2771
H -0.46624 -3.50845 3.21085 0.0497 -0.0150 -0.0139 0.3536
H -2.04797 -2.96664 3.73046 0.0139 -0.0034 0.0121 0.6340
H 0.65106 -5.44945 0.42405 0.0002 0.0265 0.0104 0.3451
H 0.71514 -4.82643 2.07814 -0.0207 -0.0034 0.0052 0.3013
H 2.17890 -4.93224 1.11794 0.0087 -0.0114 0.0114 0.5209
H 1.49436 -3.91465 -1.48897 0.0581 0.0428 0.1066 0.1241
H 2.81130 -3.28055 -0.52114 0.0281 0.0088 -0.0025 0.7937
H 1.63058 -2.16977 -1.22627 0.0176 0.0159 0.0247 0.1378
H 1.27880 -2.43375 2.57059 -0.0866 -0.0051 0.0705 0.3023
H 1.48284 -1.25750 1.26611 0.0020 -0.0086 -0.0269 0.1556
H 2.69360 -2.50230 1.54128 0.0139 -0.0310 0.0228 0.5406
```
Forces are in eV/Å.

Results
2S+1: 1
Frontier orbital gap: 7.476 eV
Molecular weight: 922.216 g/mol
Relative energy (zero: lowest compared OMol25 entry of this formula, charge and spin): 115.5 kJ/mol
E_HOMO: -13.7 eV
Charge: +2
E_tot: -2840.311958 Eh

Among the records above, which one has the highest relative energy (zero: lowest compared OMol25 entry of this formula, charge and spin)? C30H48FN2O6P2TaTe

What is the E_tot in the second record? -2840.311958 Eh

Which value of relative energy (zero: lowest compared OMol25 entry of this formula, charge and spin) does entry 2 give? 115.5 kJ/mol